Record 1
{"formula": "ClH14NO5", "method": "ωB97M-V/def2-TZVPD", "elements": ["N", "H", "H", "H", "H", "Cl", "O", "H", "H", "O", "H", "H", "O", "H", "H", "O", "H", "H", "O", "H", "H"], "coordinates": [[-9.4796, -19.0024, 5.4099], [-9.5571, -18.3193, 4.6700], [-10.2760, -18.6951, 5.9497], [-8.5584, -18.8673, 5.8013], [-9.6735, -19.9422, 5.0949], [-11.7323, -19.5563, 8.0155], [-13.3445, -18.0917, 10.3102], [-12.6455, -18.6089, 9.9100], [-13.0648, -17.1831, 10.1986], [-14.2003, -22.4337, 7.4385], [-13.8541, -23.2376, 7.0511], [-13.4258, -21.9625, 7.7457], [-14.5127, -18.1647, 6.6844], [-13.6375, -18.3182, 7.0404], [-15.0705, -18.7966, 7.1379], [-10.2061, -16.7282, 8.1313], [-9.2908, -17.0002, 8.1978], [-10.7000, -17.5481, 8.1214], [-9.3834, -20.6564, 10.0827], [-8.6746, -20.3145, 9.5378], [-10.1779, -20.2729, 9.7115]], "nbo_charge": [-1.346, 0.314, 0.435, 0.253, 0.362, -0.932, -0.969, 0.492, 0.460, -0.950, 0.456, 0.492, -0.970, 0.495, 0.466, -0.983, 0.451, 0.491, -0.970, 0.455, 0.497], "gap_ev": [4.51, 9.74], "charge": -1, "multiplicity": 2, "s2": 0.750, "e_tot_ev": -24478.1962}

Record 2
{"formula": "C2H7NO2S", "method": "ωB97M-V/def2-TZVPD", "elements": ["C", "C", "N", "O", "O", "S", "H", "H", "H", "H", "H", "H", "H"], "coordinates": [[-0.0984, -0.9080, 1.4550], [0.0561, 0.3494, 1.7564], [1.4534, -0.2246, -1.5429], [-1.6318, 0.8891, -0.5645], [0.1478, -0.1174, -2.2432], [-1.0454, -0.4935, -1.3058], [-2.3336, 1.2239, -1.1552], [0.7382, -1.6153, 1.5682], [-1.0183, -1.4844, 1.1769], [0.9650, 0.8143, 2.2800], [-0.7003, 1.0037, 1.3391], [2.0994, 0.3338, -2.1545], [1.3679, 0.2290, -0.6096]], "nbo_charge": [-0.382, -0.453, -0.536, -0.875, -0.562, 0.794, 0.493, 0.186, 0.204, 0.204, 0.218, 0.351, 0.359], "gap_ev": 9.11, "de_lowest_ev": 4.918, "charge": 0, "smiles": "NOSO.C=C", "multiplicity": 1, "e_tot_ev": -18603.4747}

Record 3
{"formula": "C27H33FN2O6S", "method": "ωB97M-V/def2-TZVPD", "elements": ["C", "C", "C", "C", "C", "C", "C", "C", "O", "C", "C", "C", "S", "C", "N", "N", "C", "O", "C", "F", "C", "O", "H", "H", "H", "H", "H", "H", "H", "H", "H", "C", "C", "C", "O", "C", "H", "H", "H", "H", "H", "H", "H", "H", "C", "C", "C", "O", "C", "H", "H", "H", "H", "H", "H", "H", "H", "C", "C", "C", "O", "C", "H", "H", "H", "H", "H", "H", "H", "H"], "coordinates": [[5.0294, -0.6568, 5.5165], [4.8935, -0.0444, 4.4921], [4.6503, 0.7737, 3.2844], [3.4630, 0.1991, 2.5187], [2.8283, 0.9401, 1.6255], [3.1720, 2.2815, 1.2990], [3.4551, 3.3767, 0.8922], [1.6275, 0.2987, 0.9430], [1.3859, 0.4027, -0.2221], [0.7705, -0.5391, 1.8731], [-0.7256, -0.4439, 1.7469], [-1.1150, 1.0512, 1.9852], [-2.2927, 1.2797, 3.3675], [-1.5579, 2.5116, 4.3682], [-0.7113, 3.4296, 4.0315], [-0.4294, 4.1661, 5.1118], [-1.0958, 3.6906, 6.1010], [-1.8252, 2.6667, 5.6590], [1.4074, -1.2716, 2.7543], [0.7728, -2.0475, 3.6099], [2.9278, -1.2055, 2.7519], [3.6216, -2.1684, 2.8744], [5.4491, -1.2463, 6.2935], [4.3203, 1.7450, 3.6643], [5.5476, 0.8869, 2.6784], [3.5445, 4.3414, 0.4593], [-1.0488, -0.7121, 0.7395], [-1.2176, -1.0626, 2.4966], [-0.2149, 1.6163, 2.2493], [-1.5044, 1.5331, 1.0691], [-1.1030, 4.0270, 7.1187], [-4.4414, 2.5673, -2.5690], [-2.9963, 2.7936, -2.9868], [-2.3229, 3.0686, -1.6516], [-3.0489, 2.3275, -0.6622], [-4.2715, 1.8455, -1.2422], [-5.0238, 1.9961, -3.2910], [-4.9386, 3.5286, -2.4133], [-2.5907, 1.8800, -3.4287], [-2.8664, 3.6046, -3.7025], [-2.3786, 4.1303, -1.3884], [-1.2752, 2.7623, -1.6392], [-4.1714, 0.7677, -1.3867], [-5.0992, 2.0305, -0.5548], [4.2122, -3.0210, -2.9833], [3.3228, -2.3047, -1.9760], [3.4022, -0.8652, -2.4597], [3.5902, -0.9195, -3.8795], [3.9065, -2.2601, -4.2648], [4.0130, -4.0889, -3.0658], [5.2625, -2.8899, -2.7110], [2.2961, -2.6716, -2.0585], [3.6444, -2.4244, -0.9414], [4.2633, -0.3461, -2.0232], [2.5036, -0.2959, -2.2326], [3.0341, -2.6812, -4.7772], [4.7463, -2.2509, -4.9611], [-4.3076, -3.4547, -2.5908], [-2.8526, -3.5425, -2.1534], [-2.4564, -2.0757, -2.0931], [-3.6396, -1.3439, -1.7458], [-4.7782, -2.2070, -1.8604], [-4.8955, -4.3375, -2.3438], [-4.3620, -3.2996, -3.6712], [-2.7903, -3.9890, -1.1577], [-2.2246, -4.1242, -2.8266], [-2.1090, -1.7166, -3.0673], [-1.6776, -1.8803, -1.3544], [-5.1256, -2.4457, -0.8496], [-5.5783, -1.6862, -2.3882]], "nbo_charge": [-0.230, -0.010, -0.504, 0.012, -0.199, 0.032, -0.186, 0.572, -0.492, -0.155, -0.436, -0.532, 0.276, 0.296, -0.336, -0.280, 0.266, -0.411, 0.349, -0.290, 0.490, -0.456, 0.240, 0.265, 0.261, 0.243, 0.241, 0.241, 0.241, 0.274, 0.211, -0.429, -0.430, -0.068, -0.552, -0.084, 0.216, 0.198, 0.203, 0.216, 0.165, 0.185, 0.203, 0.177, -0.430, -0.431, -0.074, -0.538, -0.066, 0.216, 0.201, 0.199, 0.217, 0.161, 0.204, 0.161, 0.182, -0.430, -0.431, -0.064, -0.548, -0.067, 0.220, 0.203, 0.202, 0.220, 0.169, 0.182, 0.167, 0.185], "gap_ev": 7.97, "charge": 0, "smiles": "C#CCC1=C(C#C)C(=O)C(CCSc2nnco2)=C(F)C1=O.C1CCOC1.C1CCOC1.C1CCOC1", "multiplicity": 1, "e_tot_ev": -57344.0269}

Record 4
{"formula": "C58H57EuN3O5P2S2", "method": "ωB97M-V/def2-TZVPD", "elements": ["Eu", "C", "C", "C", "C", "C", "C", "C", "C", "S", "C", "N", "C", "C", "C", "C", "C", "C", "C", "C", "H", "H", "H", "H", "H", "H", "H", "H", "H", "H", "H", "H", "H", "H", "H", "H", "C", "C", "C", "C", "C", "C", "C", "S", "O", "O", "N", "C", "C", "C", "C", "C", "C", "C", "C", "N", "C", "H", "H", "H", "H", "H", "H", "H", "H", "H", "H", "H", "H", "H", "O", "H", "H", "O", "H", "H", "O", "H", "H", "C", "P", "C", "C", "C", "C", "C", "C", "C", "C", "C", "C", "C", "C", "P", "C", "C", "C", "C", "C", "C", "C", "C", "C", "C", "C", "C", "H", "H", "H", "H", "H", "H", "H", "H", "H", "H", "H", "H", "H", "H", "H", "H", "H", "H", "H", "H", "H", "H"], "coordinates": [[0.0353, -0.9973, -1.5704], [1.5382, 4.4672, 0.6376], [1.3038, 5.3063, -0.6171], [2.6292, 5.9633, -1.0311], [0.2895, 6.4024, -0.2561], [0.7749, 4.4811, -1.7822], [0.4409, 5.1849, -2.9490], [-0.0515, 4.5647, -4.0726], [-0.2100, 3.1903, -4.0341], [-0.7972, 2.1426, -5.2771], [-0.5484, 0.7726, -4.2113], [-0.0893, 1.0860, -3.0212], [0.1191, 2.4415, -2.8914], [0.6093, 3.1042, -1.7598], [-0.8095, -0.5685, -4.7079], [-1.1627, -0.7152, -6.0565], [-1.3613, -1.9662, -6.5968], [-1.1905, -3.0811, -5.7901], [-0.8418, -2.9290, -4.4562], [-0.6419, -1.6836, -3.8295], [1.9225, 5.1045, 1.4311], [2.2635, 3.6770, 0.4584], [0.5961, 4.0407, 0.9736], [3.0449, 6.5087, -0.1873], [2.4884, 6.6638, -1.8496], [3.3514, 5.2141, -1.3471], [0.6353, 6.9448, 0.6199], [-0.6751, 5.9600, -0.0240], [0.1560, 7.1176, -1.0619], [0.5638, 6.2543, -2.9765], [-0.3038, 5.1265, -4.9566], [0.8314, 2.4977, -0.8922], [-1.2520, 0.1583, -6.6880], [-1.6226, -2.0781, -7.6379], [-1.3182, -4.0694, -6.2090], [-0.6934, -3.8388, -3.8761], [0.7587, -8.9039, 0.9339], [0.9683, -7.4295, 0.7962], [0.8579, -6.8136, -0.4479], [1.0072, -5.4450, -0.5681], [1.2775, -4.6877, 0.5580], [1.4130, -5.2724, 1.8016], [1.2609, -6.6445, 1.9099], [1.3174, -2.9266, 0.2825], [-0.0973, -2.5123, 0.3787], [2.1801, -2.2011, 1.1964], [1.6813, -2.6399, -1.2262], [3.0096, -2.6692, -1.5830], [3.9736, -3.4319, -0.9514], [5.2946, -3.4481, -1.4080], [5.6696, -2.7357, -2.5148], [4.7227, -1.9347, -3.1809], [5.0369, -1.1829, -4.3306], [4.0707, -0.3959, -4.8958], [2.8098, -0.3226, -4.2824], [2.4649, -1.0157, -3.2208], [3.3921, -1.8545, -2.6918], [0.7800, -9.3973, -0.0347], [-0.2083, -9.1045, 1.3962], [1.5234, -9.3424, 1.5702], [0.6386, -7.4004, -1.3255], [0.9324, -4.9430, -1.5229], [1.6357, -4.6535, 2.6577], [1.3502, -7.1074, 2.8801], [3.6905, -4.0204, -0.0916], [6.0174, -4.0469, -0.8765], [6.6824, -2.7649, -2.8865], [6.0318, -1.2477, -4.7454], [4.2679, 0.1772, -5.7882], [2.0598, 0.3434, -4.6887], [-2.1852, -2.9464, -1.2357], [-1.7991, -3.1359, -0.3683], [-2.1340, -3.7520, -1.7620], [2.0053, 0.0841, -0.2916], [2.1762, -0.5902, 0.4061], [2.8803, 0.3554, -0.6007], [-2.7623, -0.4959, -2.1405], [-3.3286, -1.0871, -1.6277], [-2.8271, -0.8038, -3.0565], [-2.5059, -0.7523, 1.6132], [-1.0546, 0.1915, 0.8946], [0.1567, 0.1913, 2.2588], [0.3594, -0.9576, 3.0189], [1.4125, -1.0293, 3.9085], [2.2992, 0.0256, 4.0288], [2.1162, 1.1687, 3.2705], [1.0492, 1.2525, 2.3972], [-1.6940, 1.9051, 0.7471], [-2.2036, 2.2107, -0.5140], [-2.7618, 3.4481, -0.7681], [-2.8326, 4.3928, 0.2428], [-2.3126, 4.1047, 1.4947], [-1.7311, 2.8732, 1.7420], [-3.5164, -0.5394, 3.1965], [-2.2374, -0.3935, 4.5081], [-1.5773, 0.7763, 4.8663], [-0.6231, 0.7619, 5.8661], [-0.3274, -0.4152, 6.5348], [-1.0089, -1.5775, 6.2139], [-1.9565, -1.5649, 5.2073], [-4.1980, 1.1506, 3.1158], [-4.6642, 1.6789, 1.9161], [-5.3318, 2.8887, 1.8958], [-5.5686, 3.5752, 3.0750], [-5.1555, 3.0320, 4.2807], [-4.4889, 1.8212, 4.3040], [-2.1293, -1.7786, 1.6999], [-3.2530, -0.7804, 0.8101], [-0.2877, -1.8092, 2.8912], [1.5535, -1.9175, 4.5042], [3.1379, -0.0456, 4.7019], [2.8155, 1.9892, 3.3487], [0.9251, 2.1443, 1.8041], [-2.1639, 1.4611, -1.2958], [-3.1469, 3.6734, -1.7506], [-3.2986, 5.3475, 0.0530], [-2.3676, 4.8368, 2.2877], [-1.3040, 2.6713, 2.7121], [-1.8204, 1.7052, 4.3742], [-0.1065, 1.6734, 6.1302], [0.4236, -0.4242, 7.3109], [-0.8065, -2.4910, 6.7552], [-2.4963, -2.4694, 4.9583], [-4.5016, 1.1463, 0.9905], [-5.6803, 3.2911, 0.9559], [-6.0925, 4.5191, 3.0571], [-5.3685, 3.5475, 5.2065], [-4.1960, 1.3897, 5.2516]], "lowdin_spin": [7.000, 0.000, 0.000, 0.000, 0.000, 0.000, 0.000, 0.000, 0.000, 0.001, 0.004, -0.005, 0.001, 0.001, 0.001, 0.000, 0.002, 0.000, 0.000, -0.013, 0.000, 0.000, 0.000, 0.000, 0.000, 0.000, 0.000, 0.000, 0.000, 0.000, 0.000, 0.000, 0.000, 0.000, 0.000, 0.000, 0.000, 0.000, 0.000, 0.000, 0.001, 0.000, 0.000, 0.001, -0.002, 0.001, -0.008, 0.000, 0.001, 0.000, 0.001, 0.000, 0.001, 0.000, 0.001, -0.002, 0.000, 0.000, 0.000, 0.000, 0.000, 0.000, 0.000, 0.000, 0.000, 0.000, 0.000, 0.000, 0.000, 0.000, 0.000, 0.000, 0.000, 0.000, 0.000, 0.001, 0.000, 0.000, 0.000, 0.001, 0.004, 0.000, 0.000, 0.000, 0.000, 0.000, 0.000, 0.001, 0.002, 0.000, 0.000, 0.000, 0.000, 0.000, 0.000, 0.000, 0.000, 0.000, 0.000, 0.000, 0.000, 0.000, 0.000, 0.000, 0.000, 0.000, 0.000, 0.000, 0.000, 0.000, 0.000, 0.000, 0.000, 0.001, 0.000, 0.000, 0.000, 0.000, 0.000, 0.000, 0.000, 0.000, 0.000, 0.000, 0.000, 0.000, 0.000, 0.000], "gap_ev": [5.74, 7.46], "charge": 0, "multiplicity": 8, "s2": 15.760, "e_tot_ev": -135359.1213}

Q: What is the formula in the fourth record?
A: C58H57EuN3O5P2S2